1.
{"formula": "C38H33N2O4SSnTe", "method": "the ωB97M-V functional and the def2-TZVPD basis", "elements": ["C", "C", "C", "H", "C", "C", "C", "H", "H", "H", "H", "H", "H", "Sn", "S", "H", "C", "H", "H", "C", "C", "C", "Te", "H", "C", "O", "C", "C", "C", "O", "C", "C", "H", "C", "C", "O", "C", "C", "H", "C", "H", "H", "H", "H", "H", "O", "C", "H", "H", "C", "C", "C", "H", "C", "H", "C", "C", "H", "H", "H", "C", "C", "C", "C", "N", "H", "H", "H", "H", "C", "H", "C", "C", "N", "C", "H", "C", "H", "C", "H"], "xyz": [[-0.2637, -3.2928, -2.6769], [-2.0636, -0.5636, 2.7297], [2.1121, -3.6725, -2.4961], [2.4224, 0.3663, -3.2378], [2.1183, 2.2284, -1.3278], [-1.8133, 0.1902, 3.9199], [3.8202, 1.2515, 3.0981], [0.9207, -2.2563, 2.5980], [-3.1622, 4.9349, 2.6971], [3.6441, -0.5641, 3.9839], [3.1058, -2.7283, -0.9450], [-2.6593, 0.8346, 4.2087], [-0.3061, 0.6383, 5.4452], [0.7580, 1.5395, 1.2128], [-1.1687, 3.4219, 2.2373], [-4.1048, 2.3425, 0.5586], [-5.4760, -2.4742, -1.2244], [-4.9772, -4.4224, -0.7503], [4.8368, 4.0071, 2.6273], [4.0813, 3.4624, 1.9903], [5.2826, -0.0041, 1.1453], [4.2584, 1.9765, 1.9942], [2.2658, 3.6778, 3.0282], [-4.5928, 4.1957, 2.0372], [-0.3395, 2.1068, -1.8830], [0.3438, -0.6817, -4.8671], [-2.7544, 3.3013, 1.7072], [1.3396, 0.7681, -3.1480], [-1.3554, -1.4918, -1.3494], [3.2678, 2.2114, -1.6382], [0.2046, -1.5194, 2.8744], [5.0425, 1.3519, 1.0457], [2.3330, 1.4901, 4.7500], [-0.1471, -2.2843, -1.7336], [-2.7312, -1.8960, -1.4326], [-1.8066, 0.2390, -4.6726], [-1.0654, -0.7489, -5.3920], [1.0356, 1.6643, -2.2089], [-2.9724, -0.5278, 2.1153], [0.3234, -0.8757, 4.0681], [0.9340, -1.2501, -0.2862], [-1.2604, -1.9135, 1.3248], [4.9793, -1.8146, 2.2317], [-2.4654, -3.9904, -0.8198], [-5.8710, -0.5469, -1.8161], [1.7425, 2.7048, -0.1959], [-1.0045, -1.4038, 2.2083], [-0.5548, 3.0678, -1.3981], [3.7823, 2.4707, 4.6934], [0.8641, -3.9860, -3.0576], [-3.1857, -3.2067, -1.0870], [1.0299, -2.0288, -1.0780], [-1.2335, -3.6088, -3.1212], [-5.0972, -1.2141, -1.6170], [-1.0447, -0.6305, -6.4826], [4.8439, -0.7437, 2.2050], [-0.7347, 0.9451, -0.7605], [5.7705, -0.3895, 0.2770], [0.8206, -4.7977, -3.7950], [-1.4742, -1.7251, -5.1587], [3.0363, 2.0259, 4.1104], [0.2753, 0.2643, -3.9133], [-0.6213, 0.0062, 4.5824], [-4.5427, -3.4869, -1.0161], [-3.2058, 2.3203, 0.9619], [-3.3947, 0.0452, -2.0503], [5.3365, 1.8908, 0.1874], [3.1188, -4.0548, -2.7212], [1.2203, -0.9934, 4.6489], [-1.2575, 1.8683, -3.0070], [-2.2746, 2.1373, -3.0234], [2.1286, -2.7675, -1.4590], [-1.1509, -0.2466, -1.0569], [-3.6419, 4.1265, 2.3257], [-0.9928, 0.8948, -3.8609], [-6.4966, -2.6696, -0.9675], [4.1115, -0.1180, 3.1741], [-2.5300, 1.7153, 0.5037], [-3.7329, -0.9403, -1.7674], [4.0161, 3.8472, 0.9935]], "forces_ev_per_angstrom": [[-0.536, -0.814, -0.613], [2.454, -0.623, -0.073], [-0.340, 0.023, 0.180], [-2.051, 0.830, 0.052], [-0.004, -0.352, 0.244], [-1.916, -0.667, -1.942], [-0.264, -0.734, -0.957], [0.630, -0.218, -0.488], [-0.596, 0.099, 0.221], [-0.412, -1.509, 1.421], [-0.692, 0.602, -0.087], [0.868, -0.105, 0.363], [-0.683, -0.750, -0.537], [-0.854, -0.465, 0.430], [1.145, 0.063, -0.408], [-1.100, 0.047, -0.266], [0.364, -0.465, 0.414], [0.383, -0.806, 0.265], [-0.540, -0.610, -0.913], [0.342, 0.210, 0.905], [0.420, 0.815, -1.225], [1.235, 0.190, 0.564], [-0.894, 0.647, 0.338], [-0.492, 0.121, -0.167], [-0.938, -0.586, -1.031], [-1.736, 1.105, 0.876], [-0.810, 0.072, 1.670], [2.222, -2.110, -1.023], [0.596, -0.664, -1.017], [1.608, -0.260, -1.377], [-1.414, -0.766, -0.055], [-0.873, -0.406, 0.601], [0.008, 0.009, -0.323], [-1.927, -0.176, 0.414], [-2.960, -1.400, -0.089], [-1.120, -0.759, -1.986], [0.686, -0.212, 0.406], [-0.396, 1.764, 1.321], [0.208, 0.222, 0.669], [0.678, 0.926, 1.135], [0.828, -0.855, -0.500], [0.148, -0.773, -1.019], [0.158, -0.077, 0.064], [-0.201, 0.389, -0.202], [-0.832, 1.485, -0.343], [-1.174, 0.664, 0.968], [-1.966, 1.846, 1.376], [0.862, -0.304, -0.124], [0.880, 0.774, 1.543], [1.371, -0.754, -0.806], [0.569, 0.317, -0.128], [-0.150, 0.464, 0.604], [0.700, 0.560, 0.486], [1.793, -1.051, -0.013], [0.073, 0.552, 0.378], [-0.209, -0.886, 0.015], [0.053, 0.025, 0.702], [0.448, -0.834, -0.098], [-0.181, 0.453, 0.232], [0.073, -0.166, 0.235], [-0.301, -0.584, -0.435], [0.709, 0.157, -0.885], [0.697, 0.919, 0.451], [-0.138, 1.096, -0.074], [0.794, -0.634, -0.861], [-0.063, 0.150, -0.162], [0.461, 0.478, -0.802], [-1.002, -0.499, -0.403], [0.358, -0.130, 0.098], [-0.200, -0.209, 0.886], [-1.094, 0.993, 0.449], [1.835, 0.405, 0.936], [1.496, 3.292, 0.479], [1.353, 0.014, -0.586], [2.267, -1.481, -0.088], [-0.526, -0.146, -0.293], [-0.531, 2.217, -0.161], [0.073, -0.066, 0.082], [0.244, -0.503, 0.539], [0.026, 0.411, -0.451]], "mulliken_charge": [-0.05, -0.64, -0.72, 0.44, -0.03, -0.32, 0.64, 0.49, 0.24, 0.58, 0.39, 0.38, 0.34, 1.07, -0.46, 0.25, -0.45, 0.43, 0.44, -1.47, -0.42, 1.03, 0.02, 0.21, 0.57, -0.49, 0.50, -0.76, 1.54, -0.59, -0.70, -0.69, 0.39, 0.64, -0.07, -0.47, -0.33, 0.24, 0.49, -0.10, 0.23, 0.54, 0.44, 0.45, 0.52, -0.43, -0.11, 0.75, 0.57, -1.06, -0.28, 0.33, 0.50, -1.35, 0.29, -0.95, -1.64, 0.44, 0.40, 0.30, -1.26, 1.09, -0.64, -1.03, -0.14, 0.43, 0.48, 0.41, 0.48, -1.09, 0.34, -0.95, -0.12, -0.44, 0.78, 0.42, -0.50, -0.24, -0.02, 0.46], "total_energy_ev": -75061.897, "charge": 1, "homo_ev": [-9.532, -9.532]}

=====

2.
{"formula": "C34H60AlN2O2Si", "method": "the ωB97M-V functional and the def2-TZVPD basis", "elements": ["H", "H", "H", "H", "H", "N", "H", "H", "C", "C", "H", "C", "H", "C", "C", "H", "H", "H", "H", "C", "C", "N", "O", "C", "C", "H", "H", "C", "C", "H", "H", "C", "C", "H", "C", "C", "C", "H", "H", "C", "H", "H", "H", "Si", "H", "H", "O", "H", "H", "H", "H", "H", "H", "H", "C", "H", "H", "H", "H", "C", "H", "C", "H", "H", "C", "C", "C", "C", "H", "H", "C", "H", "H", "C", "H", "H", "C", "H", "C", "H", "H", "H", "H", "C", "C", "Al", "H", "H", "H", "C", "H", "C", "H", "C", "H", "H", "C", "H", "H", "H"], "xyz": [[3.3555, 1.9022, 1.6377], [-4.0991, 2.3923, -1.9769], [-1.5717, -2.0317, -2.6803], [0.8544, -4.2910, 1.9929], [-1.2243, -1.4438, 4.1674], [0.6239, -0.9634, 2.2467], [-2.9052, -2.7902, 2.9682], [-3.3528, -1.0619, 2.9386], [0.3926, -3.3218, 1.8145], [2.0296, -3.2158, -1.0662], [0.6828, -0.3668, -0.4536], [-5.3444, -2.0717, -0.7941], [-4.3474, 0.6293, -1.6290], [2.2454, 1.9557, 3.9334], [-3.6515, -2.0674, 2.6060], [3.3287, 0.1400, 1.5071], [-1.8325, 1.7453, -2.9998], [-4.4288, -2.5175, -2.7183], [3.6039, 0.4541, -1.1736], [0.7704, 0.8555, 5.4888], [-2.7999, -2.3291, 0.2470], [-1.4674, -2.2290, 0.7777], [2.3571, 4.0724, -2.9782], [2.4665, 5.2853, -0.8981], [-2.3564, 1.0817, -2.2883], [-2.7718, 0.9358, 1.4476], [3.3761, 3.1169, -6.0256], [-0.4392, -1.2581, 4.9158], [3.0174, 3.8354, -5.2822], [-0.7186, 2.7082, 0.0193], [-5.9742, -1.7562, 1.2675], [2.2779, -2.4954, 3.1930], [1.9716, 0.9857, 2.9652], [2.3186, 2.2639, -3.9943], [1.6306, 1.9078, 5.1815], [0.9318, -0.1817, -1.4852], [-1.8077, 0.7923, 1.9276], [1.9955, -0.4595, -4.0086], [3.7121, 4.6833, -5.2602], [-4.2790, -2.3799, -1.6418], [2.0377, 4.2121, -5.5919], [1.8355, 2.6749, 5.9233], [0.0969, -2.2028, 5.0882], [2.2002, -1.5129, -1.8193], [4.5002, -0.8762, -1.9424], [2.8776, 3.1729, -1.1576], [-1.8352, 1.3430, -0.9613], [-1.2679, 1.7377, 1.9209], [-1.8458, -4.8565, 0.0221], [-2.2008, 3.7929, -2.5289], [3.0977, -1.7903, 3.0047], [-2.4630, 3.0838, -0.1037], [3.0286, 5.3673, 0.0376], [-2.4896, -4.6758, 1.6847], [-3.8745, -2.1373, 1.1264], [2.0119, 1.1131, 0.8030], [2.6475, -3.5030, 2.9748], [-2.1892, -3.6836, -2.7427], [2.3983, -3.2847, -0.0322], [3.7267, -0.6365, -1.2049], [-0.9088, -5.4506, 1.4213], [1.0323, -0.0194, 3.2598], [1.4092, 5.1319, -0.6494], [-0.9713, -3.2494, -1.5306], [1.8434, -1.4761, -3.6290], [-2.9918, -2.5361, -1.1308], [3.0098, 4.1219, -1.7158], [-1.8642, -2.8871, -2.0510], [-0.9429, -1.0015, 5.8555], [-4.2544, 1.2366, -3.2999], [-1.3493, 3.7282, -1.8260], [2.5100, -2.1789, -4.1253], [-1.9272, 0.4803, 2.9637], [2.6937, 1.0244, 1.6598], [4.0957, 4.2712, -1.8750], [2.0413, -2.4776, 4.2663], [1.0740, -2.2320, 2.3453], [2.5612, 6.2406, -1.4300], [-0.8670, -3.3480, 1.2235], [4.0367, -0.9782, -0.2118], [2.9536, 2.7433, 3.6892], [1.0172, -3.6391, -1.0883], [2.6691, -3.8628, -1.6931], [-1.5737, 2.7555, -0.6790], [-5.1470, -1.9639, 0.5858], [-0.7750, -0.5309, 1.0401], [1.3810, 0.8164, -1.6917], [-1.2392, 4.7001, -1.3405], [0.0615, -0.2274, -2.1843], [0.4743, -0.1314, 4.5456], [0.3018, 0.7776, 6.4646], [2.9391, 3.1734, -3.9124], [0.8022, -1.7420, -3.8384], [-3.8523, 1.3516, -2.2881], [3.9478, 2.8550, -3.6035], [-2.1344, 0.0333, -2.5349], [-1.5764, -4.6520, 1.0692], [-0.4072, 3.5310, -2.3628], [-4.5958, -2.3012, 3.1201], [-6.3408, -1.9362, -1.2085]], "forces_ev_per_angstrom": [[-0.168, -0.265, -0.071], [0.281, -0.728, -0.046], [-0.003, -0.228, 0.197], [-0.157, 0.226, -0.014], [0.303, 0.026, 0.118], [0.064, -0.741, -0.553], [-0.159, 0.263, -0.165], [-0.035, -0.343, -0.136], [0.301, -0.773, 0.095], [0.137, -0.241, -0.035], [-0.501, 0.608, 1.042], [0.061, 0.010, 0.065], [-0.018, 0.273, -0.067], [-0.204, -0.274, 0.079], [-0.379, 0.002, 0.639], [-0.283, 0.178, 0.037], [-0.198, -0.543, 0.113], [-0.080, 0.073, 0.426], [0.000, -0.320, -0.100], [0.167, -0.009, -0.313], [-0.449, 0.075, -0.418], [0.411, -0.570, 0.007], [0.185, -0.079, 0.282], [-0.149, -0.061, -0.036], [0.003, 0.790, 0.571], [-0.111, 0.087, 0.067], [-0.073, 0.082, 0.060], [-0.512, -0.126, 0.310], [0.088, 0.136, 0.118], [-0.267, 0.372, -0.420], [0.139, -0.104, -0.311], [0.549, -0.599, 0.053], [-0.463, -0.062, 0.440], [0.079, 0.127, 0.180], [-0.029, -0.183, -0.033], [-0.966, 0.337, -1.091], [-0.082, 0.515, -0.314], [0.142, -0.191, -0.039], [-0.136, -0.158, 0.011], [-0.205, -0.129, 0.167], [0.117, -0.121, 0.059], [-0.020, -0.119, -0.124], [-0.139, 0.216, -0.114], [-0.580, 0.966, 0.030], [0.375, 0.162, 0.353], [0.014, 0.174, -0.202], [0.615, -0.022, -1.052], [-0.112, 0.166, 0.140], [-0.029, 0.146, 0.353], [0.469, -0.049, 0.382], [-0.343, -0.008, 0.076], [0.491, 0.079, -0.132], [-0.080, -0.039, -0.088], [0.225, 0.063, -0.308], [0.163, 0.309, -0.415], [0.137, -0.102, 0.121], [-0.018, 0.170, 0.070], [0.143, 0.301, 0.240], [-0.074, 0.100, -0.363], [0.518, -0.355, -0.428], [-0.328, 0.167, -0.138], [0.518, 0.317, 0.198], [0.179, 0.041, -0.071], [-0.240, 0.166, -0.089], [0.794, -0.580, -0.565], [-0.138, 0.418, 0.524], [0.282, 0.224, -0.060], [0.203, -0.238, -0.572], [0.063, -0.169, -0.186], [-0.015, -0.099, 0.087], [0.327, -0.275, -0.033], [-0.079, 0.082, -0.621], [0.033, 0.029, 0.075], [0.304, 0.302, -0.393], [-0.315, -0.150, 0.055], [0.027, 0.154, -0.331], [-0.356, 0.949, 0.453], [0.003, -0.317, 0.022], [-0.017, 0.759, -0.448], [0.097, -0.033, -0.274], [-0.108, -0.080, 0.117], [0.269, 0.141, -0.073], [-0.197, 0.074, 0.260], [-0.883, -0.661, 0.801], [0.054, -0.244, -0.278], [-0.066, -0.107, 0.988], [-0.263, -0.595, 0.739], [-0.018, 0.062, -0.144], [0.418, -0.241, 0.995], [0.144, 0.396, -0.384], [0.115, 0.122, -0.039], [-0.037, -0.108, -0.383], [0.179, -0.146, 0.120], [-0.184, 0.218, -0.235], [-0.225, 0.147, 0.108], [-0.080, 0.326, 0.160], [0.277, -0.670, 0.130], [-0.378, 0.055, 0.007], [0.300, 0.089, -0.109], [0.181, -0.019, 0.077]], "mulliken_charge": [0.47, 0.32, 0.27, 0.31, 0.10, 1.78, 0.16, 0.17, -1.42, -0.86, -1.12, -0.98, 0.19, -1.25, -1.09, 0.13, 0.60, 0.48, 0.14, -1.15, -0.61, 1.59, -0.38, -1.27, -0.13, 0.41, 0.40, -1.23, -1.38, 0.07, 0.50, -1.76, 0.24, -0.03, -1.02, 1.18, -1.26, 0.24, 0.33, -0.79, 0.31, 0.42, 0.25, 0.20, 0.51, -0.11, 0.29, 0.61, 0.26, 0.37, 0.28, 0.30, 0.40, 0.26, 1.12, -0.20, 0.56, 0.52, 0.22, -0.99, 0.53, -0.56, 0.18, -0.46, -1.03, 1.06, 0.23, -1.02, 0.50, 0.44, -1.55, 0.43, 0.46, -0.37, 0.46, 0.28, 1.77, 0.34, 1.29, 0.27, 0.48, 0.11, 0.56, -0.06, -1.09, -1.47, 0.10, 0.40, 0.06, 1.32, 0.46, 0.18, 0.29, -1.45, 0.38, -0.15, -1.68, 0.39, 0.56, 0.42], "total_energy_ev": -57778.399, "charge": 1, "homo_ev": -11.398}

=====

For the records above, the corresponding relative energy (zero: lowest compared OMol25 entry of this formula, charge and spin) values read 57.67; 0.00 kcal per mole.